A structure of composition C17H18BCeN7O3S in a non-equilibrium geometry. Source: the OMol25 dataset; level of theory: ωB97M-V/def2-TZVPD.

The value obtained for the gap between HOMO and LUMO (alpha / beta) is 6.547 / 6.550 eV. Its total charge is +2. The value obtained for the total energy is -58919.3146 eV. The calculation puts the energy above the lowest of the compared OMol25 structures with the same formula, charge and spin at 30.4 kcal/mol. The value obtained for the LUMO energy (alpha / beta) is -0.3008 / -0.3007 Eh.

Positions of all 48 atoms, in Å:
Ce -0.77259 0.97169 -0.47391
S 2.07348 0.24173 2.66028
O 3.14078 1.13456 2.28949
O -1.49643 1.11289 1.83051
O 2.32974 -1.17568 2.72819
N 1.43876 -1.62709 -2.30741
N 1.80075 -0.91681 -1.18204
N -0.04985 0.97558 -2.43906
N -1.53846 -1.13819 -1.23575
N 0.00523 0.04503 -3.48828
N -1.16607 -1.89653 -2.34701
N 0.70852 0.55949 1.69512
C 2.96631 -1.40702 -0.68698
C 1.77018 1.01355 5.40668
C -0.13469 0.68135 -4.65434
C 1.23693 0.77901 4.13580
C -2.66226 -1.72878 -0.72488
C 0.91347 1.55521 6.38360
C -0.09766 1.00541 3.86275
C 2.40506 -2.52807 -2.54239
C -2.81944 1.98313 -0.68104
C -0.37757 0.87291 2.41757
C -3.03479 -2.81589 -1.52973
C -0.18922 2.22094 -3.03088
C 3.38494 -2.41314 -1.54871
C -0.96389 1.51648 4.83310
C -2.06869 -2.88305 -2.54601
C -0.24189 2.05048 -4.41856
C -0.44476 1.79913 6.09839
B 0.11764 -1.46255 -3.14828
H 0.17576 -2.14254 -4.13395
H 1.30083 1.80864 7.37331
H -3.87547 -3.47259 -1.39073
H -0.13496 0.10196 -5.56755
H -0.32960 2.81508 -5.17096
H -0.28110 3.11574 -2.41680
H -1.09628 2.22868 6.86312
H 2.81759 0.79426 5.62169
H 1.57287 0.06859 -1.07184
H -2.00403 1.69999 4.55451
H -3.42673 1.93587 0.22851
H -3.37302 1.65266 -1.57283
H -2.50175 3.03162 -0.83191
H -1.98228 -3.56254 -3.38999
H 2.36446 -3.16887 -3.41960
H 4.29482 -2.98372 -1.48297
H 3.35941 -1.08520 0.26594
H -3.11408 -1.36340 0.18580